C7H10BF4LaN as an isolated structure. Source: the OMol25 dataset; level of theory: wB97M-V/def2-TZVPD.

Results
Max |F|   8.2 eV Å⁻¹
Energy relative to the best compared isomer or geometry (same formula, charge and spin)   0.0 kJ/mol
Gap between HOMO and LUMO (spin up / spin down)   6.1920 / 5.4224 eV
Net charge   -1
2S+1   1

```
24
Properties=species:S:1:pos:R:3:forces:R:3
F 1.3940 1.3857 1.7670 0.6 0.4 -0.1
N 0.6399 -0.2521 -3.5241 -1.1 1.6 1.0
H -2.1864 -1.8016 1.0432 0.2 0.0 -0.1
C -0.9515 -1.8342 -0.8363 0.6 -0.1 0.6
H 0.9630 -2.1343 -1.9864 -0.3 0.2 0.4
B 2.3932 1.7378 0.7823 -0.4 -0.6 -1.0
La -0.0356 0.6912 -0.3053 4.7 -6.2 -2.7
H -2.7957 0.7187 0.3397 0.6 0.8 0.5
C -1.3049 2.3864 0.2769 -2.7 5.2 0.6
H -1.4985 2.8099 -0.7649 0.0 -0.5 1.1
C 0.0013 -2.2744 1.2229 -0.4 0.3 -0.1
H 2.0367 -2.7414 0.4201 -0.3 0.3 0.0
H -1.6711 -1.6287 -1.6283 0.2 -0.1 0.2
F 1.6378 2.5923 -0.1648 0.8 -0.2 0.6
C 1.0144 -2.3985 0.2462 -0.4 0.2 -0.6
H -0.8117 3.1296 0.9455 -0.4 -0.5 -0.6
H -0.0299 0.5310 -3.8038 0.6 -0.8 -0.1
C 0.4452 -2.1058 -1.0245 -0.3 -0.6 0.2
F 3.5236 2.3159 1.2338 -0.3 -0.1 0.1
H -2.1407 1.4174 1.9949 -0.1 -0.4 -1.0
F 2.5838 0.5000 0.0341 0.0 1.2 0.7
H 0.0971 -2.5493 2.2757 0.0 0.3 -0.3
C -1.2099 -1.8959 0.5731 0.2 -0.3 -0.4
C -2.0942 1.4003 0.8829 -1.8 0.0 1.2
```
Forces are in eV/Å.